--- i ---
The following is a quantum chemistry calculation of a 3-piece molecular cluster, C4H12O3 overall, from OMol25.

Element x y z (Å)
C -2.0682 0.8449 -1.5469
C 0.4731 0.8285 1.4659
O 1.8303 0.4345 1.3274
C -0.0993 1.0456 0.0959
C -1.3493 0.7568 -0.2223
H -1.9519 1.7668 -2.2047
H -1.5198 0.1615 -2.1760
H -3.0804 0.4060 -1.4460
H 0.0882 -0.1052 1.9662
H 0.1358 1.6677 2.0841
H 2.4285 1.1879 1.6247
H 0.5467 1.4069 -0.6808
H -1.9463 0.1147 0.4450
H 2.9437 -0.6118 -0.9553
H 3.2640 -0.8603 0.6258
O 3.5418 -1.0325 -0.3524
H -0.2609 -2.7050 -0.2217
H -1.8464 -2.3414 0.0698
O -1.1294 -2.9657 0.1014

As for the LUMO energy: 0.55 eV. The value obtained for the HOMO energy is -9.53 eV. The structure (SMILES) is C/C=C/CO.O.O.

Results of the Mulliken charge analysis, in e, for atoms 1 through 2: -1.176 -0.481

--- ii ---
The following is a quantum chemistry calculation of a 3-piece molecular cluster, C4H12O3 overall, from OMol25.

Element x y z (Å)
O 1.9260 -1.5401 -1.2080
C 1.1812 -1.0378 -0.4078
C 1.1825 0.4125 -0.0540
C -0.0708 1.1393 -0.5566
C -1.3634 0.5284 -0.0039
H 0.4494 -1.6758 0.1202
H 1.2684 0.4744 1.0434
H 2.0822 0.8871 -0.4500
H -0.0024 2.1667 -0.1990
H -0.0496 1.0750 -1.6437
H -2.1719 1.2478 0.1383
H -1.2538 0.0709 0.9749
H -1.8017 -0.2018 -0.6884
H 2.6018 -0.9423 4.6880
H 1.6448 -0.6785 3.5429
O 1.7268 -0.5907 4.4980
H -4.1150 1.6402 -3.0142
H -4.1652 0.6194 -1.9354
O -3.7121 0.7989 -2.7674

As for the LUMO energy: 0.60 eV. The value obtained for the HOMO energy is -9.77 eV. The structure (SMILES) is CCCC=O.O.O.

Results of the Mulliken charge analysis, in e, for atoms 1 through 2: -0.471 0.059

Unit: kcal/mol. Relative energies: i 31.9; ii 0.0.

--- i ---
The following is a quantum chemistry calculation of a 17-piece molecular cluster, C4H32BO24 overall, from OMol25.

Element x y z (Å)
O -2.2949 1.9669 1.9835
C -1.7576 1.2619 1.1094
O -0.4846 1.0081 0.8907
B -0.3673 0.0385 -0.1937
O -1.7418 0.0126 -0.8215
C -2.5812 0.6220 0.0096
O -3.8467 0.6217 -0.1335
O 0.0136 -1.3261 0.3050
C 1.1633 -1.6990 -0.3116
O 1.7864 -2.7490 -0.2830
C 1.6294 -0.4976 -1.2359
O 0.6160 0.4588 -1.1688
O 2.5668 -0.3955 -2.1022
O 5.1994 -6.1883 -2.1191
H 5.7519 -5.8379 -1.4204
H 4.8159 -5.4148 -2.5324
O 2.1451 -7.2206 -0.9780
H 1.9561 -6.3213 -1.2456
H 3.1008 -7.2737 -0.9730
O -6.8604 3.6810 3.1204
H -6.0059 4.0988 3.0132
H -7.4624 4.4058 3.2891
O 3.0096 -5.8235 3.0671
H 2.4180 -5.7865 3.8187
H 2.5789 -5.2935 2.3964
O -4.1171 5.0654 -1.0045
H -4.6329 4.2658 -0.9010
H -4.6940 5.7646 -0.6969
O -1.7467 0.7061 -4.7840
H -1.4626 1.5321 -4.3924
H -2.0962 0.2004 -4.0503
O 5.8557 1.8593 0.7826
H 5.4700 2.0124 -0.0800
H 6.6372 2.4118 0.7976
O 5.1369 3.5143 -2.5085
H 4.7909 3.1858 -3.3384
H 6.0388 3.7660 -2.7073
O -4.6560 2.6796 6.4019
H -5.4573 2.2407 6.6876
H -4.6560 2.5831 5.4496
O 0.8373 -1.7109 4.2020
H 0.2062 -1.4332 3.5380
H 1.6686 -1.3321 3.9161
O 1.5304 0.5670 -6.1761
H 0.7119 0.6385 -5.6850
H 1.8940 -0.2790 -5.9146
O 7.5958 0.1466 -2.2917
H 6.9233 0.6200 -1.8020
H 8.4232 0.4520 -1.9196
O -7.9455 -1.1586 -0.2563
H -6.9984 -1.0356 -0.3199
H -8.1719 -1.6812 -1.0257
O -9.0105 1.0273 2.3738
H -8.3776 1.7075 2.6041
H -8.5607 0.4927 1.7194
O 5.9864 -2.7440 -4.5214
H 5.7870 -1.9508 -4.0241
H 6.9415 -2.8053 -4.5026
O -1.5128 4.4231 5.7406
H -1.6686 4.0532 4.8716
H -2.0188 3.8664 6.3326

As for the total charge: -1. As for the LUMO energy: 1.65 eV. The value obtained for the HOMO energy is -8.05 eV.

Results of the Mulliken charge analysis, in e, for atoms 1 through 2: -0.672 0.544

--- ii ---
The following is a quantum chemistry calculation of a 17-piece molecular cluster, C4H32BO24 overall, from OMol25.

Element x y z (Å)
O -0.3051 2.9400 3.0179
C -0.3253 1.8672 2.3513
O -0.8390 1.6745 1.1715
B -0.5231 0.3203 0.7000
O 0.3279 -0.2572 1.7413
C 0.4041 0.6017 2.7865
O 1.0477 0.4088 3.8201
O 0.1544 0.4070 -0.6192
C -0.5405 -0.2099 -1.5905
O -0.3865 -0.1237 -2.7937
C -1.7775 -0.7802 -0.8750
O -1.7637 -0.4870 0.4252
O -2.6111 -1.5960 -1.4248
O -1.7252 0.4071 -5.6845
H -2.6578 0.4686 -5.8912
H -1.6118 0.9689 -4.9179
O 1.6516 3.0482 4.8668
H 0.9891 2.8397 4.2081
H 2.0611 2.2072 5.0699
O 2.7109 -1.9217 -0.0670
H 2.4739 -1.2045 -0.6550
H 3.6357 -2.0870 -0.2507
O -5.1356 -1.2432 -2.2223
H -4.2234 -1.2175 -1.9333
H -5.0889 -1.5071 -3.1412
O 1.7469 -2.4716 4.4241
H 1.0921 -1.8200 4.1735
H 2.5486 -2.1873 3.9850
O 1.1846 -0.3015 -5.3519
H 0.9293 0.3019 -6.0498
H 0.5234 -0.1749 -4.6715
O 1.1684 2.8760 -2.0465
H 0.9206 2.0457 -2.4532
H 0.9539 2.7632 -1.1205
O -3.4107 -2.2002 2.9496
H -2.6012 -2.7092 2.9936
H -3.2387 -1.5327 2.2854
O 3.5143 0.9226 5.7009
H 3.2384 0.0078 5.7581
H 3.8471 1.1280 6.5745
O -3.5350 -4.9099 -0.9359
H -3.3165 -3.9863 -1.0602
H -3.3237 -5.3213 -1.7740
O -0.8040 5.1200 0.0420
H 0.1199 4.8718 0.0746
H -1.1920 4.7022 0.8108
O 3.3219 -1.2993 2.5707
H 3.0103 -1.5138 1.6914
H 2.7237 -0.6180 2.8777
O -1.4240 -2.4062 -4.9309
H -1.2062 -1.5051 -5.1694
H -0.8472 -2.9441 -5.4733
O -0.0893 -3.4620 -2.4160
H -1.0061 -3.2609 -2.6040
H 0.3905 -3.1240 -3.1722
O 0.1743 5.5440 4.4247
H -0.0270 4.6388 4.1873
H -0.4387 6.0691 3.9102
O 2.9866 0.0537 -2.6161
H 2.3586 0.5713 -3.1200
H 3.7650 0.6080 -2.5610

As for the total charge: -1. As for the LUMO energy: 1.21 eV. The value obtained for the HOMO energy is -7.95 eV.

Results of the Mulliken charge analysis, in e, for atoms 1 through 2: -0.785 0.315

--- iii ---
The following is a quantum chemistry calculation of a 17-piece molecular cluster, C4H32BO24 overall, from OMol25.

Element x y z (Å)
O 0.0630 3.1537 -2.2016
C -0.2940 2.1380 -1.5581
O -0.7425 2.2193 -0.4840
B -0.6724 0.8233 0.1561
O -0.1505 -0.0163 -1.0577
C 0.1856 0.8948 -1.9048
O 0.6979 0.5719 -2.9701
O -1.9343 0.2461 0.7948
C -1.4821 -0.3206 1.8567
O -2.0913 -1.2587 2.3355
C -0.0780 -0.1095 2.0713
O 0.3975 0.6628 1.1967
O 0.6845 -0.7018 2.8320
O 3.1346 1.5372 2.0745
H 2.5782 0.8721 2.1906
H 4.0662 1.0528 1.8713
O 1.1056 1.6048 -5.7979
H 0.3666 2.1329 -6.0931
H 0.6250 1.1733 -5.1213
O -3.3275 -3.9676 2.8104
H -2.5526 -3.3993 2.8421
H -3.1389 -4.5130 2.0285
O 2.0218 -1.8570 -0.3885
H 1.4778 -2.2599 0.3552
H 2.1190 -0.8755 -0.1593
O 3.1138 -2.0556 4.5479
H 2.2551 -1.5731 4.4188
H 2.8845 -2.8946 4.2933
O 3.0505 0.1915 -0.4864
H 3.1290 0.9003 0.1723
H 3.5074 0.4403 -1.2863
O -1.0806 -3.0596 -0.2775
H -1.9533 -2.8513 -0.0873
H -0.6846 -2.8452 -1.1089
O -3.9266 -3.0953 0.0545
H -3.6361 -3.9681 0.0019
H -4.0371 -2.8239 0.9031
O -4.2099 -1.1566 5.2482
H -4.6637 -0.5845 5.8022
H -4.3081 -1.0101 4.2465
O -0.4248 -1.8116 -2.7656
H -0.7905 -1.5969 -3.6925
H 0.3149 -1.2832 -2.6240
O -4.6508 0.2223 2.6469
H -4.3745 1.0345 3.0386
H -3.9611 -0.1155 2.2577
O 3.3911 -0.4051 -4.2483
H 3.6767 -0.5662 -3.3850
H 3.2878 0.5205 -4.2254
O 2.5351 3.9563 -2.8847
H 1.6605 3.8006 -2.8364
H 2.3295 4.9379 -3.2445
O -0.8208 5.8505 -3.7055
H -0.7504 6.4459 -4.4219
H -0.0057 6.0166 -2.9670
O 0.6589 -3.7364 1.6237
H -0.1673 -3.4213 1.3443
H 0.4420 -3.6103 2.6060
O 1.6946 3.8078 1.1884
H 2.4409 3.3517 1.4057
H 1.0145 3.1840 0.7676

As for the total charge: -1. As for the LUMO energy: 1.59 eV. The value obtained for the HOMO energy is -7.20 eV.

Results of the Mulliken charge analysis, in e, for atoms 1 through 2: -0.821 0.265

Unit: kcal/mol. Relative energies: i 37.5; ii 0.0; iii 145.1.

--- i ---
The following is a quantum chemistry calculation of one molecule with the formula C3H5N3S2, from OMol25.

Element x y z (Å)
C -0.0548 0.5306 -0.5315
C 0.9872 -1.1922 0.5376
C -0.1119 -0.1216 0.8120
H -0.5972 2.0710 -1.6453
H -1.1157 2.3584 -0.0595
H 2.0334 -1.5763 -1.1269
H 0.2114 0.4457 1.6920
H -2.4869 0.0550 0.5560
N -0.8360 1.6098 -0.7892
N 0.7863 0.0793 -1.4084
N 1.3424 -0.9932 -0.7140
S 1.5542 -2.3399 1.6023
S -1.7124 -0.9266 1.0749

As for the LUMO energy: 0.10 eV. The value obtained for the HOMO energy is -8.21 eV. The structure (SMILES) is NC1=NNC(=S)[C@@H]1S.

Results of the Mulliken charge analysis, in e, for atoms 1 through 2: 0.223 -0.251

--- ii ---
The following is a quantum chemistry calculation of C3H5N3S2 as an isolated structure, from OMol25.

Element x y z (Å)
C -0.7328 -1.3095 -0.1611
C -0.0756 0.5354 0.9740
C 1.8332 1.0884 -2.0154
H -1.7928 -0.9317 3.6861
H 0.4309 -1.5455 -0.1940
H -0.2096 1.2861 1.8027
H 1.8992 0.7076 -3.1493
H 2.4827 2.1333 -1.4557
N -1.0870 -0.4388 0.8942
N 0.7902 0.8037 0.0326
N 0.9191 0.1885 -1.2592
S -2.5969 -0.1487 1.6531
S -1.8607 -2.3688 -0.8081

As for the LUMO energy: -2.39 eV. The value obtained for the HOMO energy is -8.70 eV.

Results of the Mulliken charge analysis, in e, for atoms 1 through 2: -0.079 -0.067

--- iii ---
The following is a quantum chemistry calculation of one molecule with the formula C3H5N3S2, from OMol25.

Element x y z (Å)
C -0.9880 -0.4013 -0.0888
C 1.2528 -0.3774 -0.1863
C 0.1270 0.4424 -0.1800
H -2.8755 -0.6707 -0.4864
H -2.5581 1.0406 0.3323
H 1.2311 -2.4715 -0.2868
H 2.6653 1.3203 -0.0278
H 0.0637 2.4203 1.1462
N -2.2974 -0.0782 0.2663
N -0.5404 -1.6807 -0.0432
N 0.7431 -1.6777 -0.2944
S 2.9771 -0.0166 0.1019
S 0.1993 2.1507 -0.2529

As for the LUMO energy: 0.56 eV. The value obtained for the HOMO energy is -8.18 eV. The structure (SMILES) is Nc1n[nH]c(S)c1S.

Results of the Mulliken charge analysis, in e, for atoms 1 through 2: 0.187 -0.074

Unit: kcal/mol. Relative energies: i 0.0; ii 193.9; iii 17.1.

--- i ---
The following is a quantum chemistry calculation of C3H5N3S2 as an isolated structure, from OMol25.

Element x y z (Å)
C -1.2377 0.1740 0.2908
C 0.2555 0.2978 0.9594
C -0.5032 -1.0999 -1.5282
H -1.8844 0.4100 -3.1065
H -2.8105 -0.1609 -1.6308
H -1.7915 1.1240 0.5454
H -1.5670 -0.7976 0.8768
H -1.0803 -1.6188 -2.2289
N -2.1337 0.5947 -1.8248
N -1.0282 0.1002 -1.1239
N 0.6236 -1.6844 -1.1972
S 0.7102 1.2566 2.2483
S 1.5282 -0.5229 0.0163

As for the LUMO energy: -0.32 eV. The value obtained for the HOMO energy is -8.82 eV.

Results of the Mulliken charge analysis, in e, for atoms 1 through 2: -0.519 0.093

--- ii ---
The following is a quantum chemistry calculation of one molecule with the formula C3H5N3S2, from OMol25.

Element x y z (Å)
C -0.4842 0.8489 0.0940
C -0.9634 1.1319 -1.1066
C 0.1630 -0.8238 -1.3633
H -1.3173 1.0475 2.3246
H -1.6730 1.9191 -1.3706
H -0.8498 0.1145 -2.9851
H 1.1792 -2.5782 -1.4168
H 2.0847 -0.6757 1.2760
N -0.5770 0.1782 -2.0200
N 0.5989 -1.8951 -1.9575
N 0.2301 -0.3906 -0.0171
S -0.4851 1.8154 1.5727
S 0.8927 -1.3165 1.2016

As for the LUMO energy: 0.56 eV. The value obtained for the HOMO energy is -7.80 eV. The structure (SMILES) is [H]/N=c1/[nH]cc(S)n1S.

Results of the Mulliken charge analysis, in e, for atoms 1 through 2: -0.093 -0.149

Unit: kcal/mol. Relative energies: i 78.3; ii 0.0.